[1]
DFT (ωB97M-V/def2-TZVPD) results for a 3-piece molecular cluster, C18H19N2O overall at a distorted geometry.

XYZ file:
```
40
Properties=species:S:1:pos:R:3
C -3.36 3.34 -3.34
C -2.20 3.84 -2.93
C -0.98 4.47 -2.05
N 0.23 4.60 -2.92
C 1.38 3.74 -2.62
N 2.45 4.01 -3.57
C 1.99 5.09 -4.47
C 0.53 5.48 -4.06
O -0.38 6.45 -4.63
H -4.48 3.06 -3.48
H -0.83 3.84 -1.09
H -1.33 5.52 -1.71
H 1.38 2.97 -1.76
H 3.39 3.58 -3.62
H 2.63 5.55 -5.32
H -0.16 6.51 -5.61
C 0.23 0.08 -0.63
C 1.59 -0.08 -0.89
C 2.37 -0.87 -0.06
C 1.79 -1.51 1.04
C 0.43 -1.36 1.29
C -0.35 -0.56 0.46
H -0.38 0.70 -1.28
H 2.04 0.42 -1.75
H 3.43 -0.99 -0.26
H 2.40 -2.13 1.68
H -0.02 -1.86 2.14
H -1.41 -0.43 0.67
C -1.40 -5.01 2.92
C -2.30 -5.65 3.77
C -1.92 -5.93 5.09
C -0.66 -5.57 5.54
C 0.23 -4.93 4.69
C -0.14 -4.65 3.37
H -1.69 -4.80 1.89
H -3.28 -5.92 3.42
H -2.62 -6.43 5.75
H -0.37 -5.78 6.57
H 1.22 -4.64 5.04
H 0.56 -4.16 2.70
```

Calculated values
Energy relative to the best compared isomer or geometry (same formula, charge and spin): 703.0 kJ/mol
E_LUMO: -3.96 eV
Net charge: +1
Orbital gap: 6.739 eV

[2]
DFT (ωB97M-V/def2-TZVPD) results for C18H19N2O2S6Yb as an isolated structure at a distorted geometry.

XYZ file:
```
48
Properties=species:S:1:pos:R:3
Yb -0.53 0.18 0.34
C -0.66 -0.78 4.21
C -1.21 0.33 3.37
C -2.52 0.28 2.89
C -3.07 1.37 2.22
C -2.31 2.50 1.97
C -0.98 2.55 2.40
C -0.45 1.47 3.11
H -0.99 -0.67 5.25
H 0.43 -0.78 4.19
H -1.00 -1.75 3.84
H -3.12 -0.60 3.08
H -4.10 1.33 1.89
H -2.73 3.35 1.44
H -0.39 3.44 2.24
H 0.55 1.54 3.51
O 0.92 2.17 -0.57
C 0.92 2.60 -1.94
C 1.95 1.86 -2.77
C 1.95 0.35 -2.51
C 0.68 -0.37 -2.89
C 0.31 -0.54 -4.22
C -0.76 -1.37 -4.53
C -1.41 -2.03 -3.50
C -1.02 -1.78 -2.20
N -0.02 -0.94 -1.89
H 1.82 2.23 -0.23
H 1.12 3.68 -1.98
H -0.09 2.42 -2.30
H 2.96 2.23 -2.54
H 1.76 2.07 -3.82
H 2.15 0.15 -1.46
H 2.76 -0.10 -3.08
H 0.88 -0.06 -4.99
H -1.05 -1.52 -5.56
H -2.20 -2.74 -3.70
H -1.49 -2.29 -1.37
S 4.57 -5.02 2.48
C 3.45 -3.87 2.16
S 1.77 -4.22 1.87
C 1.23 -2.58 1.53
C 2.18 -1.63 1.58
S 1.97 0.07 1.31
S 3.80 -2.18 1.99
S -0.46 -2.37 1.18
O -2.72 -0.43 -0.08
S -3.02 0.79 -0.93
N -1.84 1.67 -0.97
```

Calculated values
2S+1: 2
Energy relative to the best compared isomer or geometry (same formula, charge and spin): 81.6 kJ/mol
E_LUMO (alpha / beta): -0.92 / -0.93 eV
Expectation value of S²: 0.751
Orbital gap (alpha / beta): 5.640 / 5.637 eV

[3]
DFT (ωB97M-V/def2-TZVPD) results for C18H19N3O3S as an isolated structure at a distorted geometry.

XYZ file:
```
44
Properties=species:S:1:pos:R:3
C 5.74 0.16 0.02
C 4.75 0.01 1.16
O 3.74 0.92 1.23
C 2.76 0.87 0.34
C 1.95 1.93 0.15
C 0.82 2.03 -0.40
C 0.53 1.03 -1.13
C 1.39 -0.37 -1.18
C 2.58 -0.32 -0.40
H 3.13 -1.08 -0.46
H 1.16 -1.23 -1.55
N -0.59 0.59 -1.86
C -1.80 1.47 -2.06
O -2.04 2.40 -1.03
C -2.86 0.89 -2.89
H -2.54 1.28 -3.79
H -3.87 1.63 -2.73
S -3.17 -0.71 -2.64
C -4.07 -0.90 -1.05
N -5.10 -0.10 -0.72
C -5.27 -0.43 0.44
C -4.26 -1.03 1.22
N -3.47 -1.40 0.15
C -2.19 -1.96 0.28
C -1.21 -1.63 1.02
C -1.31 -0.08 1.45
C -0.06 0.17 2.11
C 0.48 -1.26 2.35
O -0.12 -1.89 1.53
H 1.38 -1.44 2.70
H 0.24 0.84 2.84
H -1.88 0.64 1.16
H -1.84 -2.22 -0.84
H -2.34 -3.02 0.44
H -4.13 -1.43 1.98
H -6.28 -0.05 1.13
H -0.73 -0.25 -2.60
H 0.04 2.98 -0.19
H 2.18 2.81 1.03
H 5.56 0.25 2.29
H 4.36 -0.81 1.31
H 6.67 -0.48 0.27
H 5.34 -0.01 -0.93
H 6.32 1.19 -0.17
```

Calculated values
Energy relative to the best compared isomer or geometry (same formula, charge and spin): 2196.4 kJ/mol
E_LUMO: 0.17 eV
Orbital gap: 7.551 eV

[4]
DFT (ωB97M-V/def2-TZVPD) results for one molecule with the formula C18H19N3O5 at a distorted geometry.

XYZ file:
```
45
Properties=species:S:1:pos:R:3
C 2.48 4.20 4.77
C 2.97 2.78 4.54
O 1.88 1.89 4.28
C 1.42 1.83 3.03
O 1.86 2.45 2.10
C 0.26 0.85 2.94
C -0.07 0.54 1.51
C 0.49 -0.46 0.81
C 1.40 -1.34 1.42
N 2.15 -2.07 1.89
C 0.14 -0.73 -0.64
C -0.67 -2.01 -0.75
C -1.90 -2.12 -0.12
C -2.63 -3.29 -0.27
C -2.09 -4.30 -1.05
N -0.91 -4.20 -1.65
C -0.22 -3.09 -1.49
C -0.66 0.43 -1.19
C -0.91 0.48 -2.61
O -1.57 1.34 -3.18
O -0.33 -0.53 -3.27
C -0.56 -0.60 -4.67
C -0.09 -1.96 -5.16
C -1.17 1.40 -0.37
N -1.97 2.39 -0.78
O -0.94 1.44 0.98
H 3.33 4.83 5.02
H 2.02 4.58 3.86
H 1.76 4.23 5.58
H 3.66 2.74 3.69
H 3.45 2.37 5.43
H -0.61 1.32 3.42
H 0.53 -0.06 3.49
H 1.06 -0.86 -1.22
H -2.30 -1.31 0.47
H -3.59 -3.42 0.20
H -2.61 -5.23 -1.21
H 0.73 -3.05 -2.00
H -1.63 -0.45 -4.86
H -0.01 0.21 -5.16
H 0.97 -2.08 -4.98
H -0.62 -2.75 -4.63
H -0.29 -2.05 -6.22
H -2.12 3.18 -0.18
H -2.08 2.46 -1.79
```

Calculated values
Energy relative to the best compared isomer or geometry (same formula, charge and spin): 135.9 kJ/mol
E_LUMO: 0.43 eV
SMILES string: CCOC(=O)CC1=C(C#N)[C@@H](c2cccnc2)C(C(=O)OCC)=C(N)O1
Orbital gap: 9.087 eV

Computed values of calculated total energy (unit: Eh) for the preceding records, in sequence: -881.5779 -4505.2302 -1484.7507 -1237.8087.